1.
Density functional theory data (wB97M-V/def2-TZVPD) for 2 unconnected molecules or ions with the total composition C4H13N3O.

Computed properties:
Relative energy (zero: lowest compared OMol25 entry of this formula, charge and spin) in kJ/mol: 281.55
E_HOMO in eV: -9.173
Spin multiplicity: 1
Net charge: 0
HOMO-LUMO gap in eV: 10.081

XYZ file:
```
21
Properties=species:S:1:pos:R:3:mulliken_charge:R:1
C 2.2827 -0.1795 0.1448 -0.9148
C 1.1212 -0.5655 -0.7179 0.1018
N 0.4387 0.1396 -1.5033 -0.4808
C 0.6856 1.5434 -1.7034 -1.0216
H 3.1681 -0.7249 -0.1957 0.3201
H 2.4865 0.8893 0.0992 0.2954
H 2.0929 -0.4663 1.1853 0.2358
H 0.8239 -1.6085 -0.6619 0.4482
H 1.6022 1.6920 -2.2730 0.3671
H 0.7724 2.1048 -0.7719 0.3616
H -0.1420 1.9419 -2.2811 0.2656
N -2.3180 -0.6374 -0.5789 -0.7391
N -1.7498 -1.1098 0.6286 -0.1638
C -1.2609 -0.1024 1.5492 -0.2413
O -0.4220 -0.6973 2.4973 -0.5495
H -1.5485 -0.3727 -1.1953 0.3993
H -2.9118 0.1817 -0.4259 0.2345
H -2.4361 -1.7050 1.0885 0.2353
H -2.0490 0.4172 2.1206 0.3550
H -0.7101 0.6456 0.9567 0.1921
H 0.0741 -1.3863 2.0379 0.2990
```

***

2.
Density functional theory data (wB97M-V/def2-TZVPD) for 2 unconnected molecules or ions with the total composition C4H13N3O.

Computed properties:
Relative energy (zero: lowest compared OMol25 entry of this formula, charge and spin) in kJ/mol: 149.34
E_HOMO in eV: -9.199
Spin multiplicity: 1
Net charge: 0
HOMO-LUMO gap in eV: 9.979

XYZ file:
```
21
Properties=species:S:1:pos:R:3:mulliken_charge:R:1
H -3.5017 1.4715 -0.9541 0.2119
N -2.6750 1.0165 -1.3172 -0.7289
C -1.7148 0.6739 -0.5320 0.3581
N -1.5414 1.0333 0.8137 -0.5620
N -0.7649 -0.2230 -1.0102 -0.1558
C 0.6282 0.1302 -0.7105 -0.7390
C 1.4307 -0.9790 0.0357 -0.3699
C 1.2931 -2.2138 -0.9719 -1.1485
H -1.0095 0.3707 1.3946 0.2856
H -2.4588 1.0543 1.2439 0.2339
H -0.9800 -0.4204 -1.9880 0.3044
H 1.2867 0.5212 -1.5302 0.3086
H 0.5713 0.9863 -0.0358 0.3781
H 1.1061 -1.2680 1.0303 0.2627
H 2.4892 -0.7740 0.0298 0.3228
H 1.9733 -2.9513 -0.5217 0.3805
H 0.2852 -2.6962 -0.9350 0.2844
H 1.3594 -1.8262 -1.9964 0.3256
O 0.8333 1.7413 2.8990 -0.6472
H 0.1265 1.7412 2.2518 0.3723
H 1.2633 2.6113 2.8040 0.3223
```

***

3.
Density functional theory data (wB97M-V/def2-TZVPD) for 2 unconnected molecules or ions with the total composition C4H13N4.

Computed properties:
Relative energy (zero: lowest compared OMol25 entry of this formula, charge and spin) in kJ/mol: 112.27
E_HOMO in eV: -12.553
Spin multiplicity: 1
Net charge: +1
HOMO-LUMO gap in eV: 9.997

XYZ file:
```
21
Properties=species:S:1:pos:R:3:mulliken_charge:R:1
C -1.6264 0.6309 1.1822 -0.5628
C -1.9454 1.0694 -0.0344 0.0099
N -3.0848 0.7443 -0.7301 -0.4813
N -0.4394 1.1729 1.8578 -0.1953
H -2.1728 -0.1051 1.7401 0.2742
H -1.3284 1.8264 -0.5023 0.3148
H -3.0103 0.8412 -1.7322 0.2568
H -3.5430 -0.1127 -0.4477 0.2398
H 0.5043 0.7805 1.4208 0.4061
H -0.4388 0.9250 2.8459 0.3738
H -0.4230 2.1912 1.8077 0.3922
C 1.7149 -1.9709 -2.0508 -0.8300
N 1.3351 -1.2622 -0.8353 -0.1711
C 2.1934 -0.5247 -0.1292 0.0399
N 1.8528 0.2591 0.8357 -0.6220
H 1.0401 -2.8080 -2.2052 0.3099
H 1.6775 -1.3274 -2.9319 0.3159
H 2.7214 -2.3626 -1.9429 0.2936
H 0.3504 -1.1548 -0.6397 0.2063
H 3.2332 -0.6620 -0.4210 0.2903
H 2.6859 0.6499 1.2564 0.1391
```

***

4.
Density functional theory data (wB97M-V/def2-TZVPD) for 2 unconnected molecules or ions with the total composition C4H13NO.

Computed properties:
Relative energy (zero: lowest compared OMol25 entry of this formula, charge and spin) in kJ/mol: 314.17
E_HOMO in eV: -9.360
Spin multiplicity: 1
Net charge: 0
HOMO-LUMO gap in eV: 10.257

XYZ file:
```
19
Properties=species:S:1:pos:R:3:mulliken_charge:R:1
C 1.3355 -0.8727 3.0063 -1.0047
C 1.4872 -0.3876 1.5800 -0.1529
O 0.7932 -1.0582 0.4756 -0.4236
C -0.4809 -0.8508 -0.2078 0.0108
C -0.5545 0.6263 -0.2455 -1.2920
H 0.4041 -0.2764 3.3673 0.1857
H 1.2844 -1.8798 3.3673 0.3453
H 2.2184 -0.5877 3.7327 0.2999
H 2.6409 -0.4770 1.5164 0.1747
H 1.2857 0.6293 1.5241 0.2937
H -1.2910 -1.2105 0.4413 0.1978
H -0.4494 -1.3849 -1.1769 0.2434
H 0.4062 1.2045 -0.3530 0.3201
H -0.8993 1.0818 0.6375 0.4201
H -1.2846 0.8769 -0.9928 0.3682
N -1.9454 1.0696 -3.9397 -0.7104
H -1.9308 0.2340 -4.7316 0.2504
H -2.1217 2.0058 -4.4132 0.2388
H -0.8980 1.2574 -3.5879 0.2346
```

***

5.
Density functional theory data (wB97M-V/def2-TZVPD) for 2 unconnected molecules or ions with the total composition C4H13NO.

Computed properties:
Relative energy (zero: lowest compared OMol25 entry of this formula, charge and spin) in kJ/mol: 129.39
E_HOMO in eV: -9.422
Spin multiplicity: 1
Net charge: 0
HOMO-LUMO gap in eV: 10.396

XYZ file:
```
19
Properties=species:S:1:pos:R:3:mulliken_charge:R:1
C 0.8743 -2.6633 0.4606 -1.1681
C -0.0641 -2.0863 -0.5640 -0.0894
O -1.1689 -1.5454 0.1125 -0.3212
C -1.9165 -0.3635 -0.1478 -0.1933
C -1.1040 0.9039 -0.3340 -1.0791
H 1.3183 -1.8171 0.9956 0.2907
H 0.2205 -3.1408 1.2262 0.2702
H 1.6592 -3.3885 0.2235 0.3569
H -0.3311 -2.9456 -1.1986 0.2542
H 0.5131 -1.3296 -1.1203 0.2156
H -2.6212 -0.1943 0.6746 0.2265
H -2.3956 -0.6302 -1.1143 0.2826
H -1.6297 1.8130 -0.6474 0.3905
H -0.3353 0.7122 -1.0931 0.2758
H -0.6168 1.1391 0.6202 0.2864
N 1.8337 3.7025 0.6336 -0.6283
H 0.9906 4.2156 0.4297 0.2079
H 2.5200 4.3334 1.0266 0.2143
H 2.2536 3.2849 -0.1837 0.2078
```

***

6.
Density functional theory data (wB97M-V/def2-TZVPD) for 3 unconnected molecules or ions with the total composition C4H13NO.

Computed properties:
Relative energy (zero: lowest compared OMol25 entry of this formula, charge and spin) in kJ/mol: 413.30
E_HOMO in eV: -6.845
Spin multiplicity: 1
Net charge: 0
HOMO-LUMO gap in eV: 7.708

XYZ file:
```
19
Properties=species:S:1:pos:R:3:mulliken_charge:R:1
C -1.1862 0.3076 -0.1853 0.6442
C -2.4654 -0.5016 -0.1796 -1.3851
C -0.7173 0.8751 0.9949 -1.4877
O -1.0101 1.1114 -1.3192 -0.5230
H -1.1266 0.5554 -2.1005 0.3515
H 0.7422 -1.0183 -0.2573 0.3925
H -1.2246 0.6438 1.9224 0.3842
H 0.9286 -0.0713 1.0552 0.2981
H -3.3209 0.1787 -0.1381 0.3588
H -2.5461 -1.1225 -1.0744 0.3619
H -2.4969 -1.1589 0.6894 0.3334
H -0.2272 1.8392 0.9303 0.3241
C 2.6282 0.1756 -0.1708 -0.8004
N 1.6415 -0.6640 0.5163 -0.3791
H 2.0421 -1.3949 1.0909 0.2830
H -0.2567 -0.9370 -0.7063 -0.0878
H 3.2262 -0.4262 -0.8563 0.3378
H 2.0838 0.9221 -0.7476 0.2683
H 3.2855 0.6858 0.5360 0.3253
```